1.
This record from the Open Molecules 2025 dataset describes a single C2H8FN2PS molecule at a distorted geometry. The level of theory is ωB97M-V/def2-TZVPD.

Geometry as ORCA input:
```
! RIJCOSX wB97M-V def2-TZVPD def2/J DEFGRID3
* xyz 0 1
C 0.17 -1.37 0.79
C 0.25 -0.89 -0.65
N 0.09 2.70 0.49
N -0.18 0.46 -0.77
F 0.05 2.66 -1.96
P 0.78 1.81 -0.70
S 2.74 1.56 -0.78
H -0.77 -1.06 1.22
H 0.21 -2.38 1.15
H 0.91 -0.88 1.32
H 1.27 -0.90 -1.06
H -0.32 -1.48 -1.32
H -0.73 3.22 0.00
H 0.68 3.26 1.06
H -1.18 0.52 -0.48
*
```

Results
Orbital gap, eV: 10.100
HOMO, eV: -9.36
SMILES: CCN[P@](N)(F)=S
Energy relative to the best compared isomer or geometry (same formula, charge and spin), kJ/mol: 0.0
Lowest unoccupied orbital energy, eV: 0.745

***

2.
This record from the Open Molecules 2025 dataset describes a single C4H7FO molecule at a distorted geometry. The level of theory is ωB97M-V/def2-TZVPD.

Geometry as ORCA input:
```
! RIJCOSX wB97M-V def2-TZVPD def2/J DEFGRID3
* xyz 0 1
C 1.00 0.20 -0.16
C -0.11 0.06 -1.14
C -0.01 0.19 0.98
C -1.15 0.07 -0.05
O -1.82 -1.14 -0.04
F -2.17 0.98 0.04
H 1.49 -0.75 -0.17
H 1.62 1.10 -0.11
H -0.24 0.92 -1.80
H -0.11 -0.74 -1.85
H -0.04 -0.63 1.70
H 0.08 1.05 1.59
H -2.75 -0.93 0.15
*
```

Results
Orbital gap, eV: 11.278
HOMO, eV: -10.21
SMILES: OC1(F)CCC1
Energy relative to the best compared isomer or geometry (same formula, charge and spin), kJ/mol: 93.7
Lowest unoccupied orbital energy, eV: 1.067

***

3.
This record from the Open Molecules 2025 dataset describes a molecular structure, C42H36BrCrN6O7 at a distorted geometry. The level of theory is ωB97M-V/def2-TZVPD.

Geometry as ORCA input:
```
! RIJCOSX wB97M-V def2-TZVPD def2/J DEFGRID3
* xyz -2 2
Cr -0.05 -0.74 -0.13
C -6.25 -12.43 2.37
O -5.80 -11.49 3.29
C -5.20 -10.33 2.80
C -4.91 -10.09 1.46
C -4.33 -8.89 1.08
C -4.02 -7.89 2.02
C -4.30 -8.17 3.38
C -4.87 -9.36 3.75
C -3.47 -6.64 1.65
N -3.30 -5.60 2.47
C -2.78 -4.60 1.73
C -2.60 -5.02 0.38
N -3.07 -6.31 0.36
C -2.06 -4.22 -0.62
C -1.77 -4.54 -1.99
C -1.24 -3.62 -2.83
C -0.97 -2.22 -2.40
N -1.06 -2.04 -0.98
C -1.64 -2.93 -0.20
C -1.76 -2.50 1.15
N -1.24 -1.27 1.40
C -1.41 -0.78 2.62
C -2.04 -1.47 3.65
C -2.52 -2.75 3.42
C -2.38 -3.30 2.14
H -6.75 -13.20 2.96
H -5.43 -12.89 1.81
H -6.96 -12.00 1.65
H -5.13 -10.82 0.70
H -4.12 -8.73 0.04
H -4.04 -7.42 4.11
H -5.07 -9.57 4.79
H -2.96 -6.95 -0.41
H -1.96 -5.55 -2.34
H -1.02 -3.87 -3.85
H -1.67 -1.52 -2.90
H -1.02 0.22 2.78
H -2.13 -1.00 4.62
H -2.99 -3.33 4.20
O 3.50 -2.12 1.10
C 2.48 -1.48 0.88
O 1.34 -1.96 0.57
C 2.50 0.04 1.11
O 3.50 0.71 1.34
O 1.24 0.52 1.17
Br -1.00 4.50 -2.74
C -1.97 4.11 -1.17
C -2.46 5.18 -0.43
C -3.21 4.93 0.72
C -3.45 3.62 1.11
C -2.93 2.58 0.38
C -2.17 2.80 -0.76
C -1.51 1.62 -1.44
O -1.33 1.61 -2.66
O -1.21 0.72 -0.61
H -2.25 6.19 -0.74
H -3.59 5.76 1.30
H -4.03 3.42 2.01
H -3.09 1.55 0.69
C 2.16 3.28 3.39
C 1.29 2.00 3.25
C 2.07 0.85 3.89
C 0.99 1.77 1.76
C -0.02 2.26 3.98
C -0.83 3.33 3.59
C -2.01 3.62 4.24
C -2.44 2.85 5.31
C -1.67 1.77 5.69
C -0.47 1.48 5.05
H 3.09 3.16 2.85
H 2.37 3.47 4.44
H 1.63 4.14 2.98
H 3.05 0.76 3.45
H 1.55 -0.10 3.76
H 2.19 1.03 4.96
H 0.00 2.08 1.44
H -0.54 3.94 2.75
H -2.59 4.48 3.93
H -3.36 3.08 5.82
H -1.98 1.15 6.53
H 0.09 0.63 5.39
C 0.42 -1.42 -5.07
N 1.08 -1.96 -3.89
C 2.49 -1.63 -3.87
C 0.45 -1.59 -2.68
N 0.92 -0.86 -1.80
H 0.90 -1.84 -5.96
H 0.50 -0.33 -5.12
H -0.63 -1.70 -5.07
H 2.97 -2.07 -4.75
H 2.93 -2.06 -2.97
H 2.68 -0.55 -3.87
*
```

Results
⟨S²⟩: 0.760
Orbital gap (spin up / spin down), eV: 3.024 / 3.042
HOMO (spin up / spin down), eV: 0.09 / 0.08
Lowest unoccupied orbital energy (spin up / spin down), eV: 3.118 / 3.118

***

4.
This record from the Open Molecules 2025 dataset describes 10 unconnected molecules or ions with the total composition C40H110N10O10 at a distorted geometry. The level of theory is ωB97M-V/def2-TZVPD.

Geometry as ORCA input:
```
! RIJCOSX wB97M-V def2-TZVPD def2/J DEFGRID3
* xyz 0 1
C -5.24 6.16 -5.49
C -5.89 7.24 -4.63
C -7.35 7.65 -5.10
O -8.08 8.49 -4.19
C -7.59 9.84 -4.03
N -6.15 6.58 -3.38
H -5.24 6.43 -6.55
H -5.65 5.16 -5.30
H -4.19 6.19 -5.20
H -5.11 7.97 -4.45
H -7.99 6.78 -5.26
H -7.41 8.08 -6.11
H -8.19 10.28 -3.23
H -7.79 10.44 -4.92
H -6.51 9.85 -3.90
H -6.87 7.13 -2.95
H -6.62 5.76 -3.74
C 7.31 4.57 5.14
C 7.61 3.51 4.19
C 7.55 3.76 2.66
O 6.18 4.02 2.33
C 5.88 4.31 0.95
N 8.96 3.05 4.46
H 7.23 4.15 6.14
H 6.42 5.05 4.74
H 8.18 5.22 5.22
H 6.94 2.66 4.30
H 7.89 2.85 2.17
H 8.20 4.61 2.46
H 5.74 3.38 0.40
H 6.77 4.74 0.50
H 5.12 5.07 0.83
H 9.09 2.28 3.83
H 9.04 2.70 5.40
C 7.60 -8.31 3.27
C 6.38 -7.43 3.74
C 5.45 -8.15 4.74
O 4.56 -9.11 3.99
C 3.54 -9.83 4.62
N 6.96 -6.28 4.42
H 7.31 -9.11 2.59
H 8.06 -8.83 4.11
H 8.34 -7.79 2.67
H 5.73 -7.06 2.95
H 4.75 -7.46 5.20
H 6.05 -8.71 5.46
H 2.91 -9.13 5.17
H 4.13 -10.26 5.43
H 3.04 -10.67 4.14
H 7.69 -6.44 5.09
H 6.37 -5.56 4.83
C -8.58 -4.64 0.99
C -8.63 -5.74 -0.14
C -7.44 -6.72 0.14
O -6.16 -6.11 0.28
C -5.73 -5.23 -0.88
N -9.95 -6.38 -0.02
H -8.92 -4.88 1.99
H -9.41 -3.98 0.72
H -7.62 -4.14 1.11
H -8.53 -5.26 -1.12
H -7.46 -7.51 -0.60
H -7.53 -7.24 1.10
H -4.69 -4.89 -0.89
H -6.46 -4.43 -0.79
H -5.68 -5.63 -1.89
H -10.39 -6.36 -0.93
H -9.92 -7.38 0.06
C 2.07 -0.02 1.44
C 0.99 -0.81 0.68
C 0.21 0.06 -0.37
O -0.57 1.04 0.26
C -1.49 1.70 -0.58
N 1.62 -1.85 -0.06
H 1.76 0.96 1.80
H 2.91 0.22 0.79
H 2.49 -0.49 2.33
H 0.32 -1.28 1.39
H -0.57 -0.60 -0.74
H 0.88 0.38 -1.17
H -2.30 0.98 -0.74
H -1.09 2.04 -1.53
H -1.88 2.57 -0.06
H 1.01 -2.51 -0.52
H 2.42 -2.38 0.25
C -9.44 -0.57 -3.91
C -10.42 0.53 -3.41
C -11.28 0.08 -2.18
O -12.12 -1.03 -2.59
C -13.07 -0.66 -3.51
N -9.71 1.78 -3.11
H -8.47 -0.45 -3.43
H -8.99 -0.28 -4.87
H -9.86 -1.57 -3.93
H -11.03 0.81 -4.27
H -11.68 1.04 -1.86
H -10.54 -0.17 -1.41
H -13.86 -1.39 -3.65
H -12.54 -0.52 -4.46
H -13.45 0.32 -3.24
H -10.40 2.39 -2.69
H -9.00 1.67 -2.40
C 2.54 4.71 10.59
C 2.75 3.19 10.90
C 2.86 2.28 9.66
O 2.73 0.87 9.95
C 2.55 -0.07 8.88
N 3.91 3.06 11.71
H 1.73 4.87 9.88
H 3.39 5.25 10.16
H 2.09 5.25 11.42
H 1.87 2.81 11.42
H 3.78 2.42 9.09
H 2.05 2.50 8.96
H 3.28 -0.88 8.96
H 2.65 0.30 7.86
H 1.59 -0.56 9.01
H 3.99 2.06 11.81
H 3.81 3.46 12.63
C -0.67 7.17 2.89
C -2.24 7.31 2.70
C -2.86 8.00 4.01
O -2.60 7.31 5.24
C -3.40 6.18 5.41
N -2.60 8.07 1.50
H -0.52 6.24 3.43
H -0.25 8.04 3.39
H -0.20 6.88 1.95
H -2.64 6.29 2.73
H -3.93 8.00 3.80
H -2.62 9.06 4.11
H -3.15 5.69 6.35
H -3.34 5.52 4.54
H -4.43 6.50 5.53
H -2.51 7.50 0.66
H -3.60 8.25 1.49
C 6.05 -6.81 -4.43
C 7.44 -7.12 -5.12
C 8.00 -5.91 -5.80
O 8.92 -6.16 -6.82
C 8.54 -6.48 -8.18
N 8.41 -7.62 -4.18
H 5.77 -7.48 -3.62
H 5.30 -7.03 -5.19
H 5.89 -5.80 -4.05
H 7.32 -7.81 -5.95
H 8.52 -5.22 -5.13
H 7.17 -5.28 -6.10
H 8.05 -7.45 -8.23
H 9.44 -6.49 -8.80
H 7.88 -5.68 -8.51
H 8.90 -6.96 -3.60
H 9.08 -7.91 -4.88
C 4.96 0.59 -7.02
C 3.50 0.24 -7.43
C 3.24 -1.20 -7.55
O 4.01 -1.69 -8.66
C 3.73 -3.04 -9.04
N 2.48 0.94 -6.52
H 5.33 0.44 -6.00
H 5.16 1.65 -7.16
H 5.56 0.22 -7.85
H 3.41 0.52 -8.48
H 2.19 -1.33 -7.83
H 3.58 -1.68 -6.63
H 2.69 -3.07 -9.38
H 3.82 -3.76 -8.23
H 4.31 -3.25 -9.94
H 1.60 0.92 -7.03
H 2.78 1.89 -6.34
*
```

Results
Orbital gap, eV: 9.294
HOMO, eV: -8.84
SMILES: COC[C@H](C)N.COC[C@H](C)N.COC[C@H](C)N.COC[C@H](C)N.COC[C@H](C)N.COC[C@H](C)N.COC[C@H](C)N.COC[C@H](C)N.COC[C@H](C)N.COC[C@H](C)N
Energy relative to the best compared isomer or geometry (same formula, charge and spin), kJ/mol: 826.6
Lowest unoccupied orbital energy, eV: 0.457

***

5.
This record from the Open Molecules 2025 dataset describes a single C4H10O2 molecule. The level of theory is ωB97M-V/def2-TZVPD.

Geometry as ORCA input:
```
! RIJCOSX wB97M-V def2-TZVPD def2/J DEFGRID3
* xyz 0 1
C 0.79 1.40 0.70
C 0.08 0.10 0.31
C 0.71 -0.64 -0.88
O 0.63 -2.05 -0.68
C -1.42 0.32 0.08
O -2.06 -0.81 -0.46
H 1.87 1.25 0.78
H 0.60 2.19 -0.03
H 0.43 1.75 1.68
H 0.18 -0.61 1.15
H 1.75 -0.33 -1.04
H 0.15 -0.46 -1.80
H 1.27 -2.29 0.00
H -1.89 0.63 1.03
H -1.55 1.15 -0.63
H -1.53 -1.59 -0.24
*
```

Results
Orbital gap, eV: 10.905
HOMO, eV: -10.03
SMILES: CC(CO)CO
Energy relative to the best compared isomer or geometry (same formula, charge and spin), kJ/mol: 83.9
Lowest unoccupied orbital energy, eV: 0.871

***

6.
This record from the Open Molecules 2025 dataset describes a molecular structure, C21H14CoN4O4S. The level of theory is ωB97M-V/def2-TZVPD.

Geometry as ORCA input:
```
! RIJCOSX wB97M-V def2-TZVPD def2/J DEFGRID3
* xyz -1 1
Co -0.51 -1.05 -0.98
O 3.75 -1.31 -1.95
C 4.18 -1.08 -0.70
C 5.56 -1.06 -0.49
C 6.08 -0.83 0.77
C 5.23 -0.64 1.86
C 3.87 -0.66 1.66
C 3.32 -0.88 0.39
C 1.85 -0.88 0.20
O 1.40 -1.04 -1.01
N 1.08 -0.69 1.23
N -0.24 -0.75 0.83
C -1.14 -0.51 1.71
C -2.55 -0.56 1.47
C -3.42 -0.25 2.53
C -4.78 -0.29 2.38
C -5.31 -0.65 1.14
C -4.50 -0.97 0.08
C -3.08 -0.94 0.20
O -2.37 -1.27 -0.83
H 2.77 -1.30 -1.92
H 6.21 -1.22 -1.35
H 7.15 -0.82 0.91
H 5.64 -0.47 2.84
H 3.18 -0.51 2.48
H -0.78 -0.29 2.71
H -2.98 0.03 3.48
H -5.44 -0.04 3.21
H -6.39 -0.68 1.00
H -4.90 -1.25 -0.88
N -1.24 6.22 -1.39
C -1.11 5.08 -1.35
C -0.95 3.65 -1.31
C -2.03 2.81 -1.57
C -1.87 1.44 -1.50
C -0.64 0.86 -1.18
C 0.44 1.72 -0.95
C 0.29 3.09 -1.01
H -2.99 3.24 -1.82
H -2.72 0.81 -1.73
H 1.42 1.33 -0.74
H 1.14 3.74 -0.83
O -1.05 -4.97 -2.28
S -1.03 -3.69 -2.99
N -0.53 -2.48 -2.31
*
```

Results
Orbital gap (spin up / spin down), eV: 7.491 / 7.490
HOMO (spin up / spin down), eV: -5.19 / -5.20
Energy relative to the best compared isomer or geometry (same formula, charge and spin), kJ/mol: 30.8
Lowest unoccupied orbital energy (spin up / spin down), eV: 2.297 / 2.295

***

7.
This record from the Open Molecules 2025 dataset describes 9 unconnected molecules or ions with the total composition C40H78NO16S8 at a distorted geometry. The level of theory is ωB97M-V/def2-TZVPD.

Geometry as ORCA input:
```
! RIJCOSX wB97M-V def2-TZVPD def2/J DEFGRID3
* xyz 1 1
C 1.18 -2.78 2.16
C 1.14 -2.15 1.11
C 0.65 -1.37 -0.21
N -0.88 -1.27 -0.25
C -1.34 -0.58 1.00
C -2.89 -0.14 0.71
C -3.70 -1.54 0.70
C -3.09 -2.63 -0.31
C -1.50 -2.60 -0.48
H 1.04 -3.38 3.10
H 1.01 -1.88 -1.16
H 1.06 -0.32 -0.11
H -1.08 -0.61 -1.04
H -1.43 -1.40 1.79
H -0.70 0.28 1.33
H -3.29 0.60 1.46
H -2.97 0.24 -0.39
H -3.61 -1.94 1.77
H -4.82 -1.37 0.53
H -3.34 -3.65 0.14
H -3.64 -2.59 -1.30
H -1.29 -2.86 -1.57
H -1.07 -3.44 0.13
C -2.25 -4.88 6.88
C -2.22 -3.42 6.44
C -0.77 -2.93 6.56
S 0.26 -4.38 6.33
O 0.96 -4.64 7.56
O 0.95 -4.27 5.06
C -1.08 -5.55 6.17
H -3.20 -5.36 6.63
H -2.12 -4.95 7.96
H -2.55 -3.34 5.40
H -2.89 -2.80 7.05
H -0.53 -2.19 5.80
H -0.57 -2.52 7.55
H -0.79 -6.50 6.62
H -1.28 -5.68 5.11
C -2.08 1.06 -5.15
C -0.71 1.72 -5.14
C -0.67 2.68 -3.95
S -1.80 2.02 -2.73
O -2.89 2.93 -2.57
O -1.04 1.51 -1.60
C -2.35 0.63 -3.72
H -2.12 0.21 -5.84
H -2.84 1.79 -5.47
H 0.06 0.96 -5.02
H -0.50 2.25 -6.08
H 0.33 2.75 -3.52
H -1.02 3.68 -4.23
H -3.40 0.43 -3.52
H -1.74 -0.23 -3.45
C 0.29 -4.67 -4.94
C 0.86 -3.95 -3.72
C 1.54 -2.67 -4.22
S 0.70 -2.21 -5.73
O 1.63 -2.34 -6.83
O -0.06 -1.00 -5.50
C -0.41 -3.61 -5.77
H -0.39 -5.48 -4.66
H 1.11 -5.12 -5.52
H 0.04 -3.68 -3.04
H 1.55 -4.57 -3.16
H 1.46 -1.86 -3.50
H 2.59 -2.85 -4.46
H -0.59 -3.91 -6.80
H -1.35 -3.30 -5.30
C 2.06 1.99 2.32
C 2.64 2.71 3.54
C 3.34 3.97 3.05
S 2.50 4.45 1.54
O 3.42 4.32 0.44
O 1.74 5.66 1.77
C 1.37 3.06 1.50
H 1.36 1.19 2.60
H 2.87 1.54 1.74
H 1.82 2.98 4.22
H 3.32 2.07 4.10
H 3.26 4.78 3.77
H 4.38 3.78 2.81
H 1.18 2.76 0.47
H 0.44 3.38 1.97
C -4.86 5.06 -1.76
C -5.36 6.21 -0.88
C -6.43 6.96 -1.68
S -7.16 5.76 -2.79
O -6.85 6.13 -4.15
O -8.51 5.47 -2.36
C -6.11 4.39 -2.32
H -4.26 4.35 -1.19
H -4.25 5.45 -2.57
H -5.80 5.81 0.04
H -4.55 6.88 -0.59
H -7.21 7.37 -1.03
H -6.00 7.76 -2.28
H -5.91 3.77 -3.19
H -6.63 3.82 -1.55
C 4.83 -5.79 1.96
C 5.55 -4.53 1.46
C 5.63 -4.64 -0.07
S 4.23 -5.63 -0.58
O 4.72 -6.86 -1.14
O 3.28 -4.79 -1.28
C 3.61 -5.96 1.06
H 4.54 -5.70 3.01
H 5.49 -6.65 1.87
H 4.97 -3.65 1.74
H 6.54 -4.43 1.90
H 5.57 -3.66 -0.54
H 6.54 -5.15 -0.38
H 3.19 -6.96 1.10
H 2.85 -5.22 1.29
C 8.02 -0.26 -4.02
C 6.63 0.29 -3.69
C 5.78 -0.89 -3.20
S 6.92 -2.06 -2.46
O 6.91 -3.26 -3.26
O 6.72 -2.08 -1.03
C 8.40 -1.14 -2.84
H 8.74 0.54 -4.17
H 7.98 -0.86 -4.93
H 6.71 1.04 -2.91
H 6.17 0.77 -4.56
H 5.05 -0.57 -2.45
H 5.26 -1.38 -4.02
H 9.22 -1.83 -3.06
H 8.65 -0.54 -1.96
C -3.80 5.22 5.10
C -3.07 6.47 4.59
C -3.01 6.38 3.07
S -4.43 5.41 2.56
O -3.96 4.17 1.99
O -5.37 6.26 1.89
C -5.03 5.07 4.21
H -4.08 5.31 6.15
H -3.15 4.35 4.99
H -3.64 7.36 4.88
H -2.08 6.56 5.03
H -3.06 7.36 2.60
H -2.11 5.86 2.74
H -5.47 4.07 4.25
H -5.78 5.82 4.45
*
```

Results
Orbital gap, eV: 8.761
HOMO, eV: -11.13
Lowest unoccupied orbital energy, eV: -2.373

***

E_tot, respectively: -28027.616; -9025.300; -165876.147; -78627.201; -8404.677; -84618.396; -163665.509 eV.